No. 1
{"formula": "C4H4FN", "method": "ωB97M-V/def2-TZVPD", "relative_energy_kcal_mol": 122.5, "species": ["C", "C", "C", "C", "N", "F", "H", "H", "H", "H"], "positions_angstrom": [[-3.4340, -0.1570, 0.0433], [-0.0590, 0.1457, 0.8285], [-0.0047, 0.1664, -0.7064], [-0.9680, 0.9689, 0.0346], [-4.4666, -0.6430, -0.0028], [-1.1224, 2.2836, 0.0535], [-0.4381, -0.7522, 1.2926], [0.7196, 0.6318, 1.4051], [0.8063, 0.6784, -1.2070], [-0.3393, -0.7190, -1.2255]]}


No. 2
{"formula": "C4H4FN", "method": "ωB97M-V/def2-TZVPD", "spin_multiplicity": 3, "s2": 2.007, "relative_energy_kcal_mol": 25.0, "species": ["C", "C", "C", "C", "N", "F", "H", "H", "H", "H"], "positions_angstrom": [[1.3249, -1.5246, -0.5120], [0.9883, -0.1836, -0.1775], [2.4335, -0.1740, 0.1004], [-0.2152, 0.6814, -0.0709], [2.8418, -1.3071, -0.1917], [3.5015, 1.0842, 0.5899], [0.7703, -2.3424, -0.8970], [-0.8338, 0.1830, -0.8256], [-0.0342, 1.7552, -0.3481], [-0.5294, 0.5666, 0.9335]]}


No. 3
{"formula": "C4H4FN2O6", "method": "ωB97M-V/def2-TZVPD", "total_charge": -1, "relative_energy_kcal_mol": 1.9, "species": ["C", "C", "C", "C", "N", "N", "O", "O", "O", "O", "O", "O", "F", "H", "H", "H", "H"], "positions_angstrom": [[-3.1198, 1.6119, 0.2031], [2.0743, 0.7091, -0.2675], [1.3829, -0.3015, 0.5605], [0.1304, -0.8320, 0.0022], [-0.7839, 0.0157, -0.5261], [-0.2053, -2.2941, -0.1094], [-3.0660, 1.1095, 1.2105], [-0.6301, 1.2772, -0.3332], [0.4973, -3.0148, 0.6055], [-3.2612, 2.1803, -0.8081], [-1.8971, -0.3019, -1.0364], [-1.0918, -2.6613, -0.8128], [1.0879, 0.3819, 1.7644], [1.4537, 1.3314, -0.8740], [2.5091, 1.4537, 0.4276], [2.9242, 0.4212, -0.9400], [1.9952, -1.0864, 0.9338]]}


No. 4
{"formula": "C4H4FN3", "method": "ωB97M-V/def2-TZVPD", "smiles": "[H]/N=C\\n1cnc(F)c1", "relative_energy_kcal_mol": 49.6, "species": ["H", "N", "C", "N", "C", "N", "C", "F", "C", "H", "H", "H"], "positions_angstrom": [[-2.1019, 0.6799, 0.9684], [-2.4061, 0.0233, 0.3219], [-1.4730, -0.6110, -0.3044], [-0.0904, -0.3801, 0.0137], [0.8959, -1.0433, -0.7242], [1.9869, -0.3358, -0.6448], [1.6381, 0.8895, 0.0828], [2.5814, 1.9160, 0.3249], [0.3804, 0.9048, 0.5027], [-1.6519, -1.3814, -0.9496], [0.5787, -2.0401, -0.9589], [-0.3381, 1.3783, 1.3674]]}


No. 5
{"formula": "C4H4FN3O2", "method": "ωB97M-V/def2-TZVPD", "smiles": "Cn1cnc(F)c1[N+](=O)[O-]", "relative_energy_kcal_mol": 78.6, "species": ["C", "N", "C", "N", "C", "F", "C", "N", "O", "O", "H", "H", "H", "H"], "positions_angstrom": [[-1.6569, -0.6712, -0.3215], [-0.4818, 0.2403, -0.2190], [-0.4486, 1.5004, -0.6715], [0.7534, 1.9963, -0.5482], [1.5457, 1.0716, -0.0021], [2.7785, 1.2861, 0.3939], [0.7805, -0.0670, 0.3550], [1.1520, -1.2422, 0.9847], [2.2996, -1.3229, 1.3730], [0.3806, -2.1652, 1.0413], [-2.5236, -0.1662, 0.0308], [-1.8202, -0.7599, -1.3962], [-1.4366, -1.5995, 0.1303], [-1.3226, 1.8994, -1.1504]]}


No. 6
{"formula": "C4H4FNO", "method": "ωB97M-V/def2-TZVPD", "relative_energy_kcal_mol": 61.3, "species": ["C", "C", "C", "C", "H", "H", "H", "H", "N", "O", "F"], "positions_angstrom": [[0.1861, 0.5551, -0.6857], [-0.5935, -0.6217, -0.6982], [-0.5963, -1.0087, 0.6548], [0.3230, 0.9658, 0.6383], [1.2112, 0.0886, -2.4374], [-0.7997, -1.2263, -1.5294], [-1.0596, -1.9913, 0.8314], [-0.0193, 0.0956, 2.4791], [-0.1631, 0.0028, 1.4559], [0.6520, 1.0991, -1.8769], [0.8592, 2.0409, 1.1681]]}


No. 7
{"formula": "C4H4FNO", "method": "ωB97M-V/def2-TZVPD", "relative_energy_kcal_mol": 145.9, "species": ["C", "C", "C", "C", "N", "O", "F", "H", "H", "H", "H"], "positions_angstrom": [[2.7371, -0.7286, -0.0091], [2.2256, 0.4921, -0.0131], [0.2158, -0.3231, 0.0327], [-1.1331, 0.2351, 0.0090], [1.9284, -1.8214, 0.0004], [0.6226, -1.5257, 0.0180], [2.4985, 1.7725, 0.0143], [3.7811, -0.9872, -0.0334], [-1.4899, 0.3793, 1.0296], [-1.1285, 1.2046, -0.4842], [-1.8128, -0.4364, -0.5155]]}


No. 8
{"formula": "C4H4FP", "method": "ωB97M-V/def2-TZVPD", "relative_energy_kcal_mol": 89.8, "species": ["C", "C", "C", "C", "F", "P", "H", "H", "H", "H"], "positions_angstrom": [[0.0774, -0.8710, 0.1929], [1.4780, -0.7672, 0.3133], [-1.0304, 1.4513, -0.1126], [-1.0098, 0.0758, -0.1303], [-2.1718, -0.6000, -0.1418], [2.7912, 0.3732, 0.2499], [-0.2338, -1.9527, 0.1386], [2.0608, -1.7591, 0.3187], [-1.8480, 2.1390, -0.5647], [-0.1137, 1.9107, -0.2639]]}


No. 9
{"formula": "C4H4Fe", "method": "ωB97M-V/def2-TZVPD", "total_energy_ha": -1416.7979, "total_charge": 3, "spin_multiplicity": 6, "s2": 8.764, "species": ["C", "C", "H", "Fe", "C", "C", "H", "H", "H"], "positions_angstrom": [[-0.0295, 1.3254, -0.2048], [0.9498, 0.6704, -0.6591], [1.7950, 1.3727, -0.1876], [-1.9183, 2.0320, -0.5025], [0.2593, -0.6299, -0.4134], [-0.2289, -1.0586, 0.7688], [-0.7607, -2.0099, 0.8337], [0.1713, -1.2671, -1.2975], [-0.2380, -0.4350, 1.6625]]}


No. 10
{"formula": "C4H4HgO2", "method": "ωB97M-V/def2-TZVPD", "total_charge": 2, "relative_energy_kcal_mol": 0.0, "species": ["H", "O", "C", "C", "C", "H", "H", "H", "C", "O", "Hg"], "positions_angstrom": [[3.0172, 0.2538, 0.1046], [-1.7999, 2.0168, 0.0124], [-1.6618, 0.6227, 0.0708], [-0.2543, 0.2565, 0.1186], [0.9154, -0.0716, 0.1906], [-2.7326, 2.2341, -0.0787], [-2.1012, 0.1165, -0.8078], [-2.1408, 0.1855, 0.9664], [2.2311, -0.5031, -0.0716], [2.5683, -1.6857, -0.2001], [1.9587, -3.4255, -0.3054]]}


No. 11
{"formula": "C4H4I2", "method": "ωB97M-V/def2-TZVPD", "relative_energy_kcal_mol": 80.4, "species": ["C", "C", "C", "C", "I", "I", "H", "H", "H", "H"], "positions_angstrom": [[1.5026, 0.7749, -0.2618], [0.9958, -0.3434, 0.2010], [-0.9910, 0.5728, -0.4798], [-0.3965, -0.4490, 0.3480], [-2.6750, 1.7171, -0.0102], [-1.1943, -2.4846, -0.0668], [2.4972, 1.1680, -0.4203], [1.4750, -1.1366, 0.7509], [-0.7992, 0.4673, -1.4943], [-0.4145, -0.2865, 1.4332]]}


No. 12
{"formula": "C4H4IN", "method": "ωB97M-V/def2-TZVPD", "relative_energy_kcal_mol": 43.9, "species": ["C", "C", "C", "C", "N", "I", "H", "H", "H", "H"], "positions_angstrom": [[1.3040, -1.2353, -0.1742], [0.1508, 0.9736, -0.0204], [0.3384, -0.3714, -0.6745], [-0.9312, 0.2155, 0.6723], [2.1351, -1.9057, 0.2518], [-2.8988, 0.1916, -0.0218], [0.9730, 1.2525, 0.6327], [-0.1495, 1.7833, -0.6759], [-0.1794, -0.6090, -1.5852], [-0.7425, -0.2952, 1.5953]]}